# C31H89N13O10

A 10-piece molecular cluster, C31H89N13O10 overall in a non-equilibrium geometry (ωB97M-V with the def2-TZVPD basis set, OMol25).

Values from the calculation:
Relative energy (zero: lowest compared OMol25 entry of this formula, charge and spin), kJ/mol: 75.55
HOMO-LUMO gap (spin up / spin down), eV: 1.888 / 8.892
Total charge: -1
Multiplicity: 2

Positions of all 143 atoms, in Å:
C  4.08850  -0.25535  2.63921
O  3.28244  -0.56638  1.83100
N  4.87795  0.73416  2.41423
N  4.20840  -0.77285  3.84666
H  4.95332  0.98110  1.43778
H  5.75484  0.86326  2.89848
H  5.10971  -0.85636  4.29474
H  3.67007  -1.61552  3.98884
C  2.42052  -3.78198  2.55038
O  2.24285  -3.06018  3.53670
N  3.01819  -3.40612  1.42567
N  2.02892  -5.01235  2.54208
H  3.41266  -3.86092  0.61472
H  3.17878  -2.40910  1.44198
H  1.46351  -5.37001  3.29870
H  2.17119  -5.55748  1.70381
C  0.06605  -0.06200  0.29746
O  -0.97248  0.41867  -0.13484
N  1.26306  0.33678  0.04989
N  0.09730  -1.14826  1.02177
H  2.01602  -0.17763  0.48410
H  1.41925  1.29082  -0.24254
H  -0.75732  -1.64382  1.23186
H  0.95592  -1.39464  1.49313
C  -1.42240  -3.43212  4.68534
C  -1.46147  -1.89807  4.82066
C  -2.31550  -1.33142  5.93165
O  -3.62332  -1.84168  5.92581
C  -4.29863  -1.69123  7.17593
N  -0.07508  -1.56240  5.04522
H  -0.56197  -3.85073  4.16330
H  -2.29113  -3.86568  4.18993
H  -1.51364  -3.93803  5.64650
H  -1.79949  -1.50024  3.86380
H  -2.28757  -0.24183  5.92124
H  -1.82977  -1.64456  6.85583
H  -3.65290  -2.11158  7.94692
H  -5.29772  -2.12669  7.19267
H  -4.16334  -0.62284  7.34426
H  0.41317  -1.90853  4.23164
H  0.20460  -2.15817  5.81134
C  -3.30594  -0.60677  -3.25851
C  -4.75590  -1.04323  -3.12538
C  -5.46760  -0.81784  -4.41462
O  -5.64451  0.55802  -4.78821
C  -6.73478  1.30952  -4.22831
N  -4.84302  -2.36852  -2.60260
H  -2.71971  -0.47542  -2.34902
H  -3.23263  0.42729  -3.59534
H  -2.85595  -1.28448  -3.98399
H  -5.08027  -0.33213  -2.36563
H  -6.48955  -1.19350  -4.46557
H  -4.90174  -1.28940  -5.21807
H  -7.69689  0.85881  -4.47188
H  -6.73067  2.32258  -4.63055
H  -6.69914  1.21475  -3.14303
H  -4.43507  -2.93555  -3.33209
H  -5.81466  -2.64291  -2.57578
C  -3.14658  0.51468  2.77575
C  -4.53105  -0.10562  2.66006
C  -5.22651  0.18851  1.26092
O  -5.71396  1.54347  1.05220
C  -6.00121  1.95646  -0.29389
N  -4.44497  -1.49387  3.08379
H  -2.37242  0.07106  2.14967
H  -2.73799  0.46617  3.78511
H  -3.09203  1.55021  2.43991
H  -4.99365  0.39722  3.50933
H  -6.10265  -0.42895  1.06288
H  -4.53448  -0.09321  0.46731
H  -5.00671  1.92926  -0.73924
H  -6.24416  3.01233  -0.17469
H  -6.78113  1.39981  -0.81347
H  -4.08955  -1.48262  4.02912
H  -3.71809  -1.94324  2.54545
C  -2.92645  -4.49365  -0.06662
C  -2.10434  -3.16639  -0.36252
C  -1.40165  -2.97511  -1.77768
O  -0.46990  -3.91635  -2.18931
C  0.59700  -4.03174  -1.23780
N  -2.95767  -1.99515  -0.03388
H  -2.32227  -5.39979  -0.11109
H  -3.76464  -4.56411  -0.75985
H  -3.30607  -4.33418  0.94262
H  -1.32859  -3.07703  0.39795
H  -1.01295  -1.96223  -1.88293
H  -2.30082  -2.92091  -2.39140
H  0.94541  -3.08868  -0.81669
H  1.44280  -4.55953  -1.67843
H  0.17503  -4.59580  -0.40601
H  -3.51897  -1.77758  -0.84487
H  -2.34999  -1.20233  -0.18302
C  4.14885  4.67216  -0.95224
C  4.04229  3.68524  -2.08996
C  5.18973  3.72332  -3.11464
O  4.67746  2.97626  -4.15343
C  5.55808  2.83258  -5.24479
N  3.82220  2.33988  -1.59739
H  5.20045  4.69726  -0.66658
H  3.56286  4.37424  -0.08278
H  3.87916  5.71309  -1.13066
H  3.16993  4.04092  -2.63821
H  6.04793  3.24966  -2.63795
H  5.56692  4.68504  -3.46239
H  6.01399  3.72361  -5.67642
H  4.91971  2.37975  -6.00342
H  6.46324  2.24740  -5.08243
H  4.08246  1.98601  -2.50686
H  4.60528  2.10870  -1.00289
C  -1.98590  5.04033  -1.65353
C  -1.68851  3.52417  -1.53125
C  -0.28357  3.13532  -2.15818
O  -0.10324  3.55136  -3.56267
C  -1.00695  2.96721  -4.50664
N  -1.84808  3.13554  -0.11813
H  -2.98008  5.37776  -1.36051
H  -1.74573  5.32624  -2.67758
H  -1.32767  5.61164  -0.99898
H  -2.40385  3.01938  -2.18052
H  -0.20111  2.04853  -2.17187
H  0.51622  3.53079  -1.53205
H  -2.04875  3.27546  -4.41879
H  -0.99018  1.87747  -4.48952
H  -0.83695  3.31260  -5.52640
H  -2.85318  3.10442  -0.02384
H  -1.58654  2.16235  -0.18601
C  5.33667  -0.68241  -0.89512
C  6.57116  0.06523  -1.27027
C  7.19135  1.07611  -0.20036
O  6.13378  1.98144  0.08495
C  6.61035  2.96807  1.01172
N  7.49609  -0.92697  -1.69127
H  4.89609  -1.25417  -1.71187
H  4.53769  -0.01964  -0.56276
H  5.66238  -1.35284  -0.09980
H  6.34847  0.64746  -2.16443
H  7.97676  1.63541  -0.70871
H  7.48629  0.63195  0.75034
H  7.15124  3.78928  0.54146
H  7.15230  2.57358  1.87124
H  5.72219  3.39056  1.48159
H  7.32948  -1.38240  -2.57722
H  7.57750  -1.64706  -0.98775

Atoms 1-2, force components in eV/Å:
1.378 -0.076 2.536
-3.993 -1.946 -3.335

Atomic partial charges in e from the Löwdin method, atoms 1 to 6: -0.843 0.002 0.197 0.175 0.077 0.053